Formula: C73H66N12O4
Source: the OMol25 dataset
Level of theory: ωB97M-V/def2-TZVPD

As for the LUMO energy: -1.713 eV. Its net charge is 0. The structure (SMILES) is O=CCc1c(-c2ccccn2)cc(CC(=O)c2ccccc2)c2c1C(=O)NC2=O.c1ccncc1.c1ccncc1.c1ccncc1.c1ccncc1.c1ccncc1.c1ccncc1.c1ccncc1.c1ccncc1.c1ccncc1.c1ccncc1. The total energy comes out at -3778.324819 hartree.

Each line ends with the Mulliken charge.
Positions of all 155 atoms, in Å:
O1 4.72292 0.84325 -4.27157  -0.5208
C1 4.14517 1.96097 -3.75326  0.0788
C2 4.00967 2.08562 -2.11917  -0.5082
C3 2.60046 2.74213 -1.59857  0.5052
C4 1.41865 1.83281 -0.85496  -0.3178
C5 1.56511 0.18374 -0.61711  0.1721
C6 2.05640 -0.72282 -1.87497  -0.1884
C7 2.27775 -2.36853 -1.87397  -0.5438
C8 1.87202 -3.01763 -0.38564  -0.4854
C9 1.36116 -1.94560 0.72847  0.1756
N1 1.22190 -0.46253 0.68148  -0.1466
C10 0.04026 2.56550 -0.34446  -0.2462
C11 -0.24782 4.16575 -0.56087  0.0901
C12 -1.66973 4.81489 -0.06690  -0.3326
C13 -2.93359 3.72719 -0.14859  -0.0407
O2 -3.82795 3.68638 0.87775  -0.5855
C14 -3.19128 2.68871 -1.39293  0.7175
C15 -3.73658 3.27271 -2.83105  -0.4057
C16 -4.03885 2.22518 -4.05702  -0.4229
C17 -3.81134 0.60084 -3.95806  -0.4407
C18 -3.23661 -0.00996 -2.53655  -0.6355
C19 -2.94092 1.04597 -1.31814  0.2007
C20 0.92332 5.05279 -1.29793  -0.1569
C21 2.31197 4.34406 -1.80630  0.0428
C22 3.18110 5.54626 -2.50622  0.2248
O3 4.45615 5.63311 -2.89420  -0.5118
N2 2.13489 6.66303 -2.69200  -0.4585
C23 0.97061 6.64626 -1.68026  0.2726
O4 0.25239 7.69525 -1.25674  -0.5202
H1 3.80871 2.79366 -4.50419  0.3081
H2 4.24908 1.02076 -1.65936  0.2638
H3 4.87670 2.79830 -1.71929  0.4057
H4 2.27900 -0.15028 -2.89382  0.2448
H5 2.63860 -3.00103 -2.78911  0.3424
H6 1.94580 -4.17910 -0.17289  0.2298
H7 1.04249 -2.44238 1.76885  0.2327
H8 -0.75697 1.89824 0.19431  0.4139
H9 -1.55611 5.05159 1.09586  0.3412
H10 -1.94329 5.84043 -0.57535  0.3635
H11 -3.90880 4.42221 -2.98032  0.2871
H12 -4.43717 2.66780 -5.06541  0.3378
H13 -4.08421 -0.06726 -4.88110  0.4656
H14 -3.06001 -1.18257 -2.41241  0.3118
H15 -2.51244 0.60310 -0.29872  0.0230
H16 1.60052 6.36763 -3.56152  0.3743
C24 -0.98459 -0.50451 4.85091  -0.5792
C25 -0.37570 -0.65273 3.60922  -0.2726
C26 -1.18134 -0.89942 2.50911  -0.5421
N3 -2.52651 -1.00849 2.57230  0.1514
C27 -3.08896 -0.86167 3.79154  -0.5181
C28 -2.36831 -0.60958 4.94784  -0.5929
H17 -0.38594 -0.30899 5.73581  0.5481
H18 0.70030 -0.57754 3.50045  0.5031
H19 -0.75377 -1.01947 1.51794  0.3789
H20 -4.17100 -0.95596 3.81592  0.4471
H21 -2.87306 -0.49853 5.90081  0.5786
C29 -2.91622 -0.64396 -9.58196  -0.2755
C30 -2.26721 -0.40713 -8.37481  -0.6909
C31 -2.91794 0.35694 -7.41935  -0.1037
N4 -4.14720 0.88993 -7.59314  -0.2930
C32 -4.75159 0.64440 -8.77588  -0.2120
C33 -4.18380 -0.11002 -9.78998  -0.2031
H22 -2.43825 -1.23941 -10.35438  0.3726
H23 -1.27862 -0.80819 -8.18225  0.3671
H24 -2.45427 0.56710 -6.45993  0.4645
H25 -5.73761 1.08561 -8.89161  0.2647
H26 -4.71619 -0.27680 -10.71950  0.3105
C34 7.09767 -3.59631 2.33599  -0.0976
C35 6.13323 -4.48757 2.79425  -0.5754
C36 4.93781 -4.57480 2.09892  -0.2421
N5 4.65164 -3.84052 1.00151  -0.2168
C37 5.60666 -2.98267 0.58142  -0.2441
C38 6.83314 -2.82758 1.20718  -0.5889
H27 8.04745 -3.50125 2.85419  0.4382
H28 6.30824 -5.10000 3.67150  0.3616
H29 4.15491 -5.25793 2.41523  0.3429
H30 5.35139 -2.40269 -0.30106  0.3640
H31 7.56411 -2.12433 0.82457  0.4501
C39 -7.84619 -0.45782 0.40428  -0.2275
C40 -6.74396 0.37963 0.53945  -0.6076
C41 -5.94276 0.23319 1.66052  -0.3026
N6 -6.17189 -0.67484 2.63434  -0.2316
C42 -7.25035 -1.47259 2.47634  -0.3959
C43 -8.10733 -1.40436 1.38967  -0.4597
H32 -8.49651 -0.37352 -0.46153  0.3740
H33 -6.51387 1.12811 -0.21028  0.4195
H34 -5.06909 0.86092 1.80992  0.5682
H35 -7.41388 -2.19224 3.27362  0.4095
H36 -8.95794 -2.07214 1.31350  0.3778
C44 -4.81975 -3.74939 8.88482  -0.1808
C45 -4.67165 -2.46517 9.39799  -0.6066
C46 -3.76915 -1.61296 8.78205  -0.0575
N7 -3.01992 -1.95809 7.71205  -0.2369
C47 -3.18421 -3.21191 7.23731  -0.1650
C48 -4.06346 -4.13373 7.78236  -0.5757
H37 -5.51847 -4.44511 9.34024  0.3706
H38 -5.24546 -2.13546 10.25664  0.3664
H39 -3.62009 -0.59961 9.14339  0.2811
H40 -2.56906 -3.46538 6.37843  0.4141
H41 -4.15606 -5.12720 7.35844  0.3770
C49 9.84904 2.42724 0.27720  -0.0927
C50 9.02748 2.29452 1.39162  -0.4979
C51 7.86004 1.55941 1.26179  -0.2641
N8 7.46991 0.96567 0.11261  -0.3408
C52 8.28707 1.11354 -0.95268  -0.1863
C53 9.47523 1.82565 -0.92008  -0.6065
H42 10.77281 2.99490 0.34094  0.3604
H43 9.28999 2.75205 2.33872  0.3946
H44 7.18722 1.42424 2.10364  0.4010
H45 7.95005 0.62881 -1.86469  0.4664
H46 10.09385 1.90996 -1.80634  0.3893
C54 -1.97090 4.37695 6.76806  -0.3129
C55 -2.61897 3.27188 7.30967  -0.3985
C56 -1.85889 2.15926 7.63291  -0.0957
N9 -0.52258 2.08298 7.44899  -0.4911
C57 0.07851 3.17067 6.91978  -0.2424
C58 -0.59503 4.32948 6.56844  -0.3988
H47 -2.53320 5.26770 6.50344  0.3722
H48 -3.69012 3.27688 7.47660  0.3677
H49 -2.31799 1.27302 8.06124  0.4568
H50 1.15234 3.08332 6.77990  0.3710
H51 -0.06047 5.17413 6.14883  0.3812
C59 -6.77090 4.78268 -12.27456  -0.1267
C60 -7.41897 3.67762 -11.73295  -0.7063
C61 -6.65889 2.56499 -11.40971  0.0364
N10 -5.32258 2.48872 -11.59364  -0.2589
C62 -4.72149 3.57641 -12.12285  -0.2544
C63 -5.39503 4.73521 -12.47418  -0.4670
H52 -7.33320 5.67343 -12.53918  0.3574
H53 -8.49012 3.68261 -11.56603  0.3463
H54 -7.11799 1.67876 -10.98138  0.3685
H55 -3.64766 3.48906 -12.26272  0.3583
H56 -4.86047 5.57987 -12.89379  0.3492
C64 13.04051 -5.17840 2.03491  -0.1424
C65 12.39239 -4.65515 0.92106  -0.4898
C66 11.34762 -3.76842 1.12676  -0.1000
N11 10.91785 -3.38412 2.34863  -0.4172
C67 11.56528 -3.91018 3.41096  -0.1325
C68 12.62209 -4.80022 3.30653  -0.4480
H57 13.86464 -5.87528 1.91322  0.3548
H58 12.69373 -4.93072 -0.08318  0.3472
H59 10.81233 -3.33026 0.28942  0.3554
H60 11.19947 -3.58728 4.38164  0.3407
H61 13.10680 -5.18971 4.19457  0.3430
C69 -5.06651 -5.10228 1.94463  -0.3637
C70 -3.96428 -4.26483 2.07980  -0.3106
C71 -3.16308 -4.41127 3.20087  -0.2642
N12 -3.39221 -5.31930 4.17469  -0.4638
C72 -4.47067 -6.11705 4.01669  -0.2564
C73 -5.32765 -6.04882 2.93002  -0.4272
H62 -5.71683 -5.01798 1.07882  0.4118
H63 -3.73420 -3.51635 1.33007  0.3977
H64 -2.28941 -3.78354 3.35027  0.5223
H65 -4.63420 -6.83671 4.81397  0.3625
H66 -6.17826 -6.71660 2.85384  0.3812